# 1
The following is a DFT calculation (ωB97M-V/def2-TZVPD) of an isolated molecule of C6H10O.

CARTESIAN COORDINATES (ANGSTROEM)
O 0.65040 1.40379 1.95666
C -0.23728 1.11208 0.86180
C -0.94951 -0.17587 1.14500
C -0.94147 -1.19104 0.28569
C -0.08643 -1.31933 -0.94259
C 0.95426 -0.20632 -1.02368
C 0.26155 1.11166 -0.68567
H 1.10472 0.58746 2.20089
H -0.88885 1.97845 0.88912
H -1.48168 -0.30567 2.08734
H -1.58305 -2.02993 0.51856
H -0.72725 -1.30123 -1.83363
H 0.38618 -2.31185 -0.93291
H 1.73687 -0.36137 -0.27250
H 1.45431 -0.21983 -2.00104
H 0.91773 1.97609 -0.81751
H -0.57050 1.25290 -1.43553

Results
* SMILES string: O[C@@H]1C=CCCC1

=====

# 2
The following is a DFT calculation (ωB97M-V/def2-TZVPD) of an isolated molecule of C6H10O.

CARTESIAN COORDINATES (ANGSTROEM)
C 1.51784 1.64330 0.47582
C 0.26845 1.14233 0.64470
C -1.05381 1.85455 0.57168
C 0.14074 -0.33968 0.74380
C 0.51103 -0.95776 -0.48329
C -0.25255 -1.95092 -1.26792
O -0.71151 -3.24068 -0.76850
H 1.77325 2.37692 -0.30131
H 2.28533 1.34225 1.16732
H -1.37207 2.28852 1.53653
H -1.21804 2.68471 -0.06048
H -1.84634 1.19330 0.52611
H -0.06456 -0.76497 1.70192
H 1.40162 -0.62988 -0.94350
H -1.11389 -1.23083 -1.42287
H 0.14869 -2.19710 -2.28217
H -0.41417 -3.21406 0.16218

Results
* SMILES string: C=C(C)/C=C/CO

=====

# 3
The following is a DFT calculation (ωB97M-V/def2-TZVPD) of a structure of composition C6H10O.

CARTESIAN COORDINATES (ANGSTROEM)
C 0.35857 1.42676 1.15521
C 0.78067 -0.00913 0.79158
O 0.21815 -1.02813 1.60044
C -0.58386 -1.51609 0.57268
C -1.40332 -0.56747 -0.16376
C 0.03933 -0.31802 -0.45840
C 0.58673 -0.03022 -1.80465
H 1.01761 2.17016 0.70603
H -0.67123 1.75201 0.92031
H 0.44561 1.49279 2.22330
H 1.87921 -0.13464 0.76746
H -0.91864 -2.49362 0.86999
H -1.91186 -1.02507 -1.02347
H -2.02696 0.15178 0.34741
H 0.29486 0.95333 -2.18431
H 1.67294 -0.07157 -1.79112
H 0.22220 -0.75286 -2.52870

=====

# 4
The following is a DFT calculation (ωB97M-V/def2-TZVPD) of an isolated molecule of C6H10O.

CARTESIAN COORDINATES (ANGSTROEM)
C 0.92312 1.12091 1.38698
C 1.76853 0.87730 0.19746
C 0.27011 1.20201 0.03616
C -0.79574 0.15576 -0.34280
C 0.12269 -0.44254 -1.27935
C -1.58230 -1.92280 0.22913
O -1.15427 -0.67589 0.72719
H 0.64031 0.26512 1.98610
H 1.03329 2.05989 1.91823
H 2.44551 1.65919 -0.12897
H 2.10044 -0.13197 0.00830
H 0.05516 2.19312 -0.34483
H -1.67785 0.69551 -0.70859
H 0.06852 0.16545 -2.18677
H -0.81686 -2.32765 -0.45343
H -2.53876 -1.83576 -0.30916
H -1.69540 -2.59156 1.08013

=====

Respective energy relative to the best compared isomer or geometry (same formula, charge and spin) values: 9.35, 105.93, 63.83, 113.25 kcal per mole.